1.
C55H54NOP5S3Sn as an isolated structure. Source: the Open Molecules 2025 dataset; level of theory: the ωB97M-V functional and the def2-TZVPD basis.

Summary:
orbital gap: 5.9 eV
charge: +2
highest occupied orbital energy: -12.0 eV

Positions of all 120 atoms, in Å:
H  -4.16579  5.11718  1.68038
C  0.94715  -2.76626  -0.61894
O  1.49407  0.82849  3.32305
C  -2.18139  4.35383  1.44648
P  -3.98765  -0.82195  -2.86456
C  6.57921  2.54597  3.09782
H  -3.09670  3.90693  -2.27739
C  -1.23444  3.82946  0.56954
H  7.34364  -0.09011  -1.72865
H  6.53928  0.49642  2.52923
H  -1.79513  2.82227  -3.84225
S  4.36681  0.28184  -3.77448
P  0.44394  3.36325  1.12889
S  3.01046  -0.93932  -2.62934
C  4.91677  -0.81456  0.53270
H  -2.13242  1.44271  -2.76852
H  2.72068  -5.47010  -1.62154
C  -2.57445  -2.33551  2.01057
H  -2.17878  0.86156  -0.10525
C  -2.57628  -1.98759  -2.55479
H  0.94791  1.35538  3.91981
H  5.83519  -3.90877  -0.52290
H  0.96813  4.92022  -2.33539
C  0.15755  -3.55115  -2.74410
H  2.90130  2.66253  2.00499
H  0.30354  -2.03980  2.49027
C  -2.24907  -0.03426  0.51234
H  2.55573  -3.87786  0.26549
C  3.41973  0.71718  -2.43753
C  1.12667  -4.54701  -2.72549
H  -6.21618  1.79909  0.62385
C  -1.35145  2.07096  -3.18884
H  -8.36959  -1.72896  -4.81130
H  5.55920  -3.04403  5.01818
C  3.55296  -1.20988  2.98190
C  4.94025  -2.20490  0.42038
H  -7.80294  -3.97564  -5.68363
C  1.48561  4.76885  0.58654
C  -1.57097  3.65823  -0.78564
C  5.88441  3.74614  3.17643
C  -1.77058  -1.24720  0.01923
H  1.35931  3.35081  3.36814
H  6.38308  4.64018  3.52681
H  -3.56905  -1.08085  3.44106
H  -2.87811  -2.88818  -2.01504
H  -4.96012  -2.77980  -0.77854
C  4.55678  3.79709  2.78299
C  5.95492  1.39923  2.63275
C  1.02799  -1.30221  2.83122
C  -2.89498  0.03234  1.73853
C  0.04688  -2.65203  -1.68548
H  1.32200  -3.27805  4.50371
C  -1.94196  -2.40345  0.77786
C  2.32500  -1.77733  3.34230
C  -5.80217  -3.92743  -4.92082
C  -6.43611  -1.41289  -3.94857
C  3.43005  -3.27545  4.87769
C  5.81605  -2.82824  -0.45595
P  -0.35689  2.85908  -1.88399
H  0.94134  5.69880  0.74661
N  0.56591  -0.11763  2.81095
C  0.40042  3.62981  2.93308
C  -5.19110  0.60195  -0.83593
H  0.86562  -2.08300  0.22032
H  -3.87030  -3.63048  -4.06123
H  2.40757  4.77672  1.16908
C  -5.94278  -1.57752  0.69652
H  -0.69475  1.43849  -3.78755
C  5.78232  -0.05871  -0.26087
H  -2.24221  -2.25340  -3.55999
P  3.66521  0.00569  1.59454
H  0.95235  3.77542  -3.68391
C  2.27812  -2.83155  4.25547
C  -4.83000  -0.68083  -1.24180
H  -2.71588  -3.23734  2.59410
H  -4.90747  1.45073  -1.44911
H  0.21463  4.68370  3.13850
H  3.38163  -4.07442  5.60562
C  -4.84925  -3.19620  -4.22030
H  -1.95451  4.48830  2.49479
H  -6.25065  -2.42980  1.28990
Sn  0.99775  0.92152  -0.09810
C  4.64685  -2.69252  4.55382
C  0.34853  4.22517  -2.89452
H  4.28549  -2.80258  1.04207
H  5.78813  1.02159  -0.18059
H  5.67232  -1.30376  3.31865
H  -4.74237  4.85351  -0.71279
H  -3.29235  0.97671  2.09179
C  -2.83223  4.03607  -1.23490
C  4.61103  1.43041  2.25789
H  7.36948  -2.55523  -1.91079
C  1.89574  -3.77919  -0.58731
H  -0.38148  3.02513  3.39236
C  1.99028  -4.67129  -1.64585
H  -6.89518  -0.15149  1.98762
C  -6.30492  -0.29459  1.09111
P  -1.11837  -1.23557  -1.69014
H  -5.55007  -4.90935  -5.30068
S  3.07783  2.02249  -1.53234
C  -7.06602  -3.40410  -5.13453
H  7.62018  2.50479  3.39156
C  4.70490  -1.68700  3.60287
C  -5.92730  0.79840  0.32625
H  -0.50716  -3.48865  -3.59460
C  -5.21231  -1.77234  -0.46529
C  -5.16031  -1.93518  -3.72224
C  6.67781  -2.06875  -1.23481
H  1.20010  -5.23902  -3.55509
C  -3.76256  4.56601  -0.35370
H  1.74928  4.67124  -0.46222
C  3.93426  2.64431  2.32569
H  -1.58723  -3.35824  0.40570
C  -3.43897  4.71768  0.98534
C  -7.38421  -2.14367  -4.64339
C  6.66294  -0.68460  -1.13232
C  -3.05500  -1.12138  2.48881
H  -6.68685  -0.42858  -3.56701
H  4.01685  4.73560  2.83406
H  -0.48020  4.77122  -3.34340

2.
C10H23N8O2S5V as an isolated structure at a distorted geometry. Source: the Open Molecules 2025 dataset; level of theory: the ωB97M-V functional and the def2-TZVPD basis.

Summary:
orbital gap (spin up / spin down): 6.0 / 6.5 eV
expectation value of S²: 2.038
highest occupied orbital energy (spin up / spin down): -6.6 / -6.6 eV
spin multiplicity: 3

Positions of all 49 atoms, in Å:
H  9.08786  4.97822  5.23487
S  13.22126  9.90893  5.26646
H  7.18356  12.63721  7.87836
H  9.48774  12.52229  7.27688
C  6.60314  7.14765  6.12077
C  8.27402  5.37614  5.86046
C  11.30604  11.48437  7.82365
H  6.96794  7.27234  7.12856
S  11.35968  6.86350  5.07744
H  7.13618  10.00447  7.02735
H  8.02222  6.09557  3.32962
N  9.06805  10.95102  3.79263
N  6.12892  5.37723  3.93103
N  9.84550  11.57693  7.49185
O  6.80570  11.24526  3.76639
H  5.26586  4.04166  6.52554
H  6.30487  8.11425  5.67902
C  7.17500  6.40501  3.91046
H  6.74888  7.31547  3.49912
N  7.19747  4.38162  5.88096
H  11.44639  11.03539  8.82790
N  5.55759  6.17974  6.05785
H  7.54723  3.72089  3.90831
C  6.00211  4.86536  6.58880
V  9.27416  8.36133  4.99633
C  6.71529  4.16539  4.50572
N  7.68811  10.84953  6.95888
H  6.37147  4.98716  7.58988
H  9.19953  11.97253  3.77598
H  11.75297  12.43865  7.75396
C  7.76091  10.52499  4.00781
C  7.07449  12.15238  6.92553
S  13.10934  7.88556  5.42975
O  7.72036  9.27267  4.40337
H  10.55724  10.71513  5.24696
H  7.42896  12.73018  6.10192
S  9.49307  8.95662  7.47624
H  10.93138  10.01974  3.84111
H  11.70855  10.78530  7.08332
H  8.59551  5.68664  6.84654
H  5.97939  11.99776  6.77470
H  4.17765  5.21550  4.75709
N  7.80223  6.67990  5.26595
C  5.04061  5.87605  4.70850
N  10.12210  10.26748  4.44583
C  8.95953  10.62213  7.34998
H  4.68430  6.86814  4.34670
S  10.51382  7.30450  3.23518
H  5.90029  3.42999  4.46239

3.
C4H9NO2 in the gas phase at a distorted geometry. Source: the Open Molecules 2025 dataset; level of theory: the ωB97M-V functional and the def2-TZVPD basis.

Summary:
orbital gap: 9.8 eV
highest occupied orbital energy: -10.3 eV
SMILES string: CCCCON=O

Positions of all 16 atoms, in Å:
H  1.50990  1.08942  0.91345
H  1.73089  0.50299  -1.26670
O  -1.32953  0.57083  -0.64839
N  -1.99155  -0.27553  0.44484
H  1.22269  -1.14402  -1.14343
C  3.17204  -0.59243  0.08164
H  4.13927  -0.29690  -0.76271
O  -2.79142  -1.03098  -0.03816
H  0.49923  -0.38779  1.50212
C  1.63596  -0.26996  -0.56353
H  -0.53772  1.85711  0.99807
C  0.83712  0.28301  0.59090
H  3.10466  -1.68136  0.52092
H  0.06511  2.03330  -0.60133
C  -0.33495  1.16339  0.09787
H  3.31342  0.13314  0.97673

Here are the calculated calculated total energy numbers, same order: -5373.36001, -3918.39809, -362.85612 (Ha).